Record 1
Density functional theory data (ωB97M-V/def2-TZVPD) for 10 unconnected molecules or ions with the total composition C5H33N2O9S at a distorted geometry.

```
50
Properties=species:S:1:pos:R:3
N 0.43 -0.54 0.50
C 0.69 0.01 1.85
C 1.97 0.87 1.81
S 3.31 -0.19 1.16
C -0.54 0.73 2.49
N -1.70 -0.21 2.32
C -1.52 -1.42 3.01
C -3.02 0.49 2.81
H 1.07 -0.13 -0.27
H 0.55 -1.65 0.43
H -0.58 -0.50 0.21
H 0.95 -0.91 2.41
H 1.72 1.70 1.23
H 2.40 1.12 2.80
H 4.18 -0.24 2.11
H -0.84 1.69 1.98
H -0.27 0.88 3.45
H -2.06 -2.29 2.70
H -1.83 -1.56 4.13
H -0.50 -1.79 3.24
H -2.84 1.55 2.96
H -3.64 0.06 3.59
H -3.44 0.57 1.85
H -2.37 0.39 -4.71
H -1.29 0.26 -3.66
O -1.39 0.47 -4.55
H -2.24 -2.56 0.53
H -3.00 -3.89 0.80
O -2.34 -3.45 0.25
H 3.75 2.79 -1.07
H 4.32 1.55 -1.73
O 3.92 2.37 -1.84
H -0.68 -3.23 0.11
H 0.65 -4.13 0.22
O 0.24 -3.34 0.57
H -1.30 -2.67 -1.92
H -0.38 -1.78 -2.74
O -1.21 -1.75 -2.03
H 1.16 1.43 -2.16
H 2.42 1.66 -1.13
O 1.60 1.08 -1.34
H 0.12 3.48 -3.30
H -0.20 1.98 -3.93
O 0.22 2.52 -3.23
H 0.92 -1.69 -4.86
H -0.47 -1.11 -4.98
O 0.10 -1.66 -4.40
H 1.38 4.56 0.16
H 0.49 4.50 1.38
O 1.08 3.98 0.80
```

The spin multiplicity is 1. The calculation puts the frontier orbital gap at 9.78 eV. The max |F| comes out at 0.101 Eh/bohr. The calculation puts the LUMO energy at -2.16 eV. The total charge is +1. The calculation puts the calculated total energy at -37955.566 eV.

Record 2
Density functional theory data (ωB97M-V/def2-TZVPD) for 12 unconnected molecules or ions with the total composition C5H33NO13 at a distorted geometry.

```
52
Properties=species:S:1:pos:R:3
O -1.53 0.67 -2.29
C -0.94 1.50 -1.64
O -1.34 2.77 -1.53
C 0.34 1.27 -0.85
C 0.18 1.46 0.72
C -1.14 0.95 1.23
C -3.41 1.88 1.84
N -2.04 2.10 1.45
H -2.17 2.96 -2.07
H 0.99 1.99 -1.34
H 0.62 0.23 -0.89
H 1.02 0.84 1.05
H 0.50 2.46 1.02
H -1.61 0.26 0.51
H -1.01 0.43 2.18
H -4.01 1.38 1.07
H -3.45 1.21 2.71
H -3.82 2.80 2.26
H -1.97 2.67 0.62
H -5.67 0.07 -2.05
H -4.72 -0.11 -0.86
O -4.89 0.45 -1.63
H 3.11 -0.31 -3.00
H 2.56 -1.04 -4.14
O 2.33 -0.29 -3.57
H 0.62 -1.13 -2.84
H -0.78 -0.96 -2.33
O -0.06 -1.62 -2.33
H 1.88 -3.95 0.49
H 3.46 -4.20 0.79
O 2.67 -3.71 1.00
H 0.69 -4.60 -1.81
H 1.12 -3.23 -1.57
O 1.45 -4.14 -1.44
H 4.29 -2.74 -2.07
H 4.11 -1.53 -1.11
O 4.37 -1.79 -2.01
H 2.60 -1.71 0.71
H 3.26 -0.33 0.84
O 2.96 -0.98 0.19
H 2.55 1.09 2.86
H 2.69 -0.42 3.13
O 3.19 0.41 3.09
H -4.22 2.59 -2.13
H -3.73 1.80 -3.36
O -3.63 2.64 -2.89
H 2.30 -2.50 2.32
H 1.84 -2.40 3.77
O 1.72 -1.97 2.91
H -1.06 2.63 3.62
H -1.42 1.74 4.85
O -0.80 2.39 4.52
```

The spin multiplicity is 1. The calculation puts the frontier orbital gap at 9.12 eV. The max |F| comes out at 0.043 Eh/bohr. The calculation puts the LUMO energy at 0.15 eV. The SMILES is CNCCCC(=O)O.O.O.O.O.O.O.O.O.O.O.O. The total charge is 0. The calculation puts the calculated total energy at -33829.550 eV.

Record 3
Density functional theory data (ωB97M-V/def2-TZVPD) for 12 unconnected molecules or ions with the total composition C5H34NO12 at a distorted geometry.

```
52
Properties=species:S:1:pos:R:3
C -2.00 -2.69 0.48
O -0.88 -3.28 1.11
C -1.54 -1.35 -0.25
C -2.12 -1.00 -1.63
C -1.13 -0.11 -2.38
C -1.40 1.34 -1.83
N -0.30 1.83 -0.91
H -2.47 -3.37 -0.27
H -2.82 -2.38 1.17
H -1.65 -0.59 0.51
H -0.47 -1.53 -0.33
H -1.94 -1.96 -2.17
H -3.16 -0.64 -1.58
H -1.28 -0.20 -3.50
H -0.08 -0.42 -2.17
H -1.49 2.02 -2.61
H -2.24 1.28 -1.11
H 0.62 2.03 -1.29
H -0.25 1.17 -0.18
H -4.00 2.93 1.20
H -3.27 1.73 2.10
O -3.85 1.99 1.34
H 2.04 -1.84 -2.48
H 3.13 -1.45 -3.37
O 2.40 -2.12 -3.34
H 0.06 0.09 2.99
H 0.11 1.51 2.27
O -0.08 1.03 3.07
H 3.40 3.03 -1.26
H 3.37 1.38 -1.36
O 3.27 2.25 -1.84
H 2.77 -1.04 -0.79
H 2.90 -1.90 1.06
O 2.23 -1.47 0.62
H 1.60 -2.59 -0.38
H 1.19 -3.84 -1.44
O 0.90 -3.09 -0.84
H -0.51 3.71 0.04
H 0.07 4.99 0.44
O -0.82 4.59 0.45
H 4.17 -0.50 -1.59
H -0.10 -3.27 0.48
O 3.22 -0.46 -1.53
H -2.06 1.55 3.77
H -2.03 3.01 3.31
O -2.62 2.33 3.67
H 2.16 1.34 2.43
H 2.36 0.25 1.41
O 2.62 1.14 1.61
H 1.19 -1.54 1.85
H 0.12 -2.33 2.30
O 0.66 -1.58 2.73
```

The spin multiplicity is 1. The calculation puts the frontier orbital gap at 9.26 eV. The max |F| comes out at 0.066 Eh/bohr. The calculation puts the LUMO energy at 2.80 eV. The total charge is -1. The calculation puts the calculated total energy at -31798.702 eV.

Record 4
Density functional theory data (ωB97M-V/def2-TZVPD) for 12 unconnected molecules or ions with the total composition C5H34NO13 at a distorted geometry.

```
53
Properties=species:S:1:pos:R:3
O 0.07 -1.01 -4.09
C 0.41 -1.54 -3.07
O 0.78 -2.82 -2.92
C 0.68 -0.72 -1.80
C 1.82 0.28 -2.05
C 1.85 1.60 -1.29
C 1.46 2.73 -2.29
N -0.53 -0.12 -1.18
H 0.39 -3.45 -3.53
H 1.08 -1.52 -1.12
H 1.98 0.41 -3.13
H 2.78 -0.20 -1.79
H 1.41 1.63 -0.30
H 2.90 1.79 -0.99
H 0.42 3.09 -2.26
H 1.50 2.44 -3.34
H 2.17 3.53 -2.06
H -1.16 -1.02 -1.00
H -1.04 0.61 -1.71
H -0.29 0.23 -0.26
H -2.29 -3.45 1.73
H -2.34 -1.83 1.40
O -2.13 -2.73 1.11
H -3.27 1.45 -2.71
H -2.03 1.73 -3.59
O -2.33 1.27 -2.81
H -0.33 -2.82 1.25
H 1.05 -3.52 1.09
O 0.61 -2.66 1.04
H -2.05 1.60 2.01
H -1.44 2.91 2.67
O -1.92 2.10 2.83
H -1.88 -0.78 3.19
H -2.76 0.48 3.40
O -2.81 -0.45 3.13
H 2.15 1.37 2.69
H 3.16 0.35 1.96
O 2.54 0.50 2.69
H 0.33 -0.27 4.00
H -0.33 0.68 3.11
O -0.24 -0.28 3.21
H 2.06 3.80 2.23
H 0.76 3.70 1.39
O 1.28 3.26 2.07
H 3.87 -2.28 1.01
H 2.62 -1.35 1.07
O 3.51 -1.44 0.71
H -2.65 0.01 1.57
H -3.10 0.19 0.00
O -2.37 0.23 0.62
H -2.31 -2.74 -0.55
H -1.84 -2.80 -1.99
O -2.20 -2.17 -1.36
```

The spin multiplicity is 1. The calculation puts the frontier orbital gap at 10.91 eV. The max |F| comes out at 0.044 Eh/bohr. The calculation puts the LUMO energy at -2.61 eV. The total charge is +1. The calculation puts the calculated total energy at -33839.285 eV.

Record 5
Density functional theory data (ωB97M-V/def2-TZVPD) for 13 unconnected molecules or ions with the total composition C5H34NO13 at a distorted geometry.

```
53
Properties=species:S:1:pos:R:3
O 2.67 2.90 3.13
C 2.22 1.79 3.10
C 0.75 1.37 2.83
C 0.71 0.52 1.62
C 0.69 1.37 0.43
C 1.57 2.28 -0.03
N -0.66 1.41 -0.29
H 2.67 0.74 3.38
H 0.07 2.26 2.81
H 0.31 0.87 3.65
H 1.56 -0.27 1.64
H -0.09 -0.26 1.63
H 1.35 2.83 -0.92
H 2.41 2.57 0.53
H -1.48 1.90 0.33
H -0.90 0.44 -0.42
H -0.57 1.89 -1.25
H -4.23 0.84 0.60
H -3.12 -0.21 0.77
O -3.37 0.61 0.23
H -0.96 -3.09 2.04
H -1.14 -2.05 3.02
O -1.58 -2.32 2.21
H -2.82 0.68 -1.95
H -2.70 1.83 -2.89
O -2.19 1.12 -2.51
H 2.14 -0.16 -0.57
H 3.45 0.05 -1.31
O 3.08 -0.34 -0.43
H -3.56 -2.81 0.86
H -3.98 -2.49 -0.54
O -3.42 -2.17 0.17
H -1.08 -3.90 -0.70
H -1.88 -2.60 -0.09
O -0.91 -2.93 -0.34
H -1.14 -0.72 -3.95
H -0.70 -1.89 -4.64
O -1.06 -1.65 -3.84
H 2.24 -2.76 1.85
H 1.80 -4.08 1.24
O 1.57 -3.32 1.76
H 1.05 2.14 -3.46
H -0.23 2.46 -4.09
O 0.34 2.70 -3.30
H 3.90 -3.04 0.08
H 3.88 -1.62 0.50
O 3.83 -2.55 0.88
H -0.39 4.59 1.01
H -0.54 4.64 -0.52
O -0.41 4.01 0.20
H 0.23 -0.98 -2.16
H 0.21 -1.76 -1.05
O 0.39 -0.85 -1.24
```

The spin multiplicity is 2. The calculation puts the frontier orbital gap (alpha / beta) at 8.37 / 3.95 eV. The max |F| comes out at 0.143 Eh/bohr. As for the expectation value of S²: 0.75. The calculation puts the LUMO energy (alpha / beta) at -7.23 / -11.65 eV. The total charge is +2. The calculation puts the calculated total energy at -33824.352 eV.

Record 6
Density functional theory data (ωB97M-V/def2-TZVPD) for 12 unconnected molecules or ions with the total composition C5H35NO12S at a distorted geometry.

```
54
Properties=species:S:1:pos:R:3
C 1.99 -2.16 1.26
C 2.26 -2.44 -0.20
S 3.48 -1.27 -1.01
C 1.16 -0.85 1.35
N -0.25 -1.28 1.06
C -1.14 -0.74 2.09
C -2.58 -1.06 1.75
O -2.73 -0.40 0.44
H 1.48 -3.01 1.75
H 2.94 -2.01 1.81
H 1.40 -2.57 -0.86
H 2.86 -3.43 -0.22
H 2.59 -0.80 -2.02
H 1.43 0.06 0.70
H 1.30 -0.26 2.26
H -0.47 -0.97 0.10
H -0.91 -1.32 3.03
H -0.94 0.35 2.23
H -2.75 -2.15 1.58
H -3.36 -0.72 2.45
H -3.08 -1.00 -0.19
H 0.92 -0.68 -5.45
H 0.81 0.47 -4.31
O 1.05 -0.49 -4.52
H 1.08 2.22 3.56
H 2.21 2.79 4.42
O 2.03 2.21 3.70
H -0.26 -1.53 -3.05
H -0.11 -2.47 -1.75
O -0.44 -1.62 -2.07
H 0.65 3.83 0.75
H 0.02 5.22 1.01
O 0.01 4.29 1.31
H 1.95 2.61 -0.04
H 0.81 2.17 -1.03
O 1.30 2.97 -0.68
H -0.12 4.13 3.51
H -0.70 2.90 2.86
O -0.45 3.25 3.72
H -1.06 1.51 -1.38
H -0.45 0.11 -1.74
O -0.34 1.07 -1.85
H 1.39 2.49 -3.99
H 0.17 1.84 -3.31
O 0.58 2.02 -4.16
H -2.75 -3.27 -0.86
H -3.27 -2.38 -2.07
O -3.38 -2.58 -1.14
H -2.27 1.25 0.09
H -1.89 2.87 0.36
O -2.28 2.19 -0.17
H 0.42 -3.14 -0.06
H -0.47 -4.35 -0.23
O 0.17 -3.85 -0.76
```

The spin multiplicity is 1. The calculation puts the frontier orbital gap at 8.95 eV. The max |F| comes out at 0.069 Eh/bohr. The calculation puts the LUMO energy at 0.07 eV. The SMILES is OCCNCCCS.O.O.O.O.O.O.O.O.O.O.O. The total charge is 0. The calculation puts the calculated total energy at -42647.667 eV.

Record 7
Density functional theory data (ωB97M-V/def2-TZVPD) for 14 unconnected molecules or ions with the total composition C5H35NO13 at a distorted geometry.

```
54
Properties=species:S:1:pos:R:3
C -0.88 -0.74 -1.30
C -2.20 -0.92 -1.46
N -2.93 -0.75 -2.63
C -0.30 -1.18 0.01
C 1.04 -0.56 0.30
C 1.42 -0.09 1.47
H -0.26 -0.34 -2.08
H -2.88 -1.34 -0.73
H -3.91 -0.77 -2.44
H -2.55 -0.82 -3.55
H -0.17 -2.27 0.16
H -1.03 -0.83 0.75
H 1.68 -0.47 -0.56
H 2.34 0.45 1.62
H 0.75 -0.15 2.32
H 2.06 -3.91 1.80
H 2.54 -2.81 1.14
O 2.68 -3.77 1.08
H 1.97 -2.10 -1.58
H 2.37 -3.53 -1.73
O 1.81 -2.86 -2.12
H -0.72 -3.22 2.60
H 0.07 -2.03 2.68
O 0.21 -2.98 2.69
H 1.04 1.96 -2.41
H 2.42 2.46 -2.98
O 1.85 1.69 -2.87
H -1.33 2.93 -1.57
H -1.26 1.47 -1.06
O -0.81 2.34 -1.01
H 2.12 -0.83 -3.19
H 3.03 0.29 -3.04
O 2.98 -0.65 -2.79
H -1.58 0.71 2.51
H -2.93 1.36 2.84
O -2.53 0.57 2.45
H -4.15 1.41 0.03
H -3.38 0.56 0.93
O -4.11 0.47 0.27
H 1.51 3.49 -0.85
H 2.66 2.66 -0.16
O 1.84 3.15 -0.01
H -2.95 -1.84 1.72
H -2.76 -2.59 3.14
O -2.39 -2.36 2.29
H 0.72 2.46 1.83
H 0.02 2.16 0.56
O -0.12 2.12 1.53
H -1.80 3.14 1.62
H -1.05 4.40 1.62
O -1.78 3.98 2.08
H 3.31 -0.39 -0.70
H 4.42 0.65 -0.94
O 3.86 0.25 -0.27
```

The spin multiplicity is 1. The calculation puts the frontier orbital gap at 7.89 eV. The max |F| comes out at 0.037 Eh/bohr. The calculation puts the LUMO energy at -0.36 eV. The total charge is 0. The calculation puts the calculated total energy at -33858.924 eV.

Record 8
Density functional theory data (ωB97M-V/def2-TZVPD) for 14 unconnected molecules or ions with the total composition C5H35NO15 at a distorted geometry.

```
56
Properties=species:S:1:pos:R:3
C 2.34 -2.13 -0.89
C 2.33 -1.93 -2.48
C 1.36 -1.06 -0.42
N 1.22 -0.99 0.99
C 1.21 -2.26 1.73
C 0.23 -2.41 2.90
O 0.32 -3.50 3.43
O 1.20 -0.07 -1.00
H 2.04 -3.19 -0.58
H 3.47 -2.02 -0.49
H 3.39 -2.15 -2.81
H 1.94 -1.11 -2.93
H 1.63 -2.68 -2.77
H 0.86 -0.18 1.39
H 2.29 -2.35 1.96
H 1.09 -3.11 1.10
H -0.30 -1.51 3.24
H 0.23 2.24 1.22
H 0.03 2.23 -0.37
O -0.42 1.90 0.55
H -3.42 2.57 -1.06
H -2.29 2.37 -2.05
O -3.34 2.46 -1.99
H -1.80 2.03 3.33
H -0.40 1.91 4.11
O -1.34 1.89 4.13
H -0.62 1.20 -1.31
H -0.18 1.35 -2.88
O -0.90 1.48 -2.25
H -2.97 -1.93 0.85
H -4.35 -1.97 1.51
O -3.41 -2.27 1.66
H 3.90 -0.49 1.06
H 3.75 0.85 1.70
O 4.22 0.02 1.82
H -2.98 0.13 1.09
H -1.59 0.46 0.78
O -2.23 -0.15 0.66
H -2.38 2.49 0.46
H -2.63 3.51 1.74
O -2.91 2.69 1.26
H 2.15 2.52 2.63
H 2.50 1.41 3.40
O 1.70 1.73 2.99
H 1.72 3.69 -1.58
H 1.53 2.34 -1.92
O 1.34 2.92 -1.17
H 1.49 0.18 -3.22
H 0.78 0.21 -4.63
O 0.99 0.69 -3.87
H -1.16 -1.36 -0.75
H -0.67 -2.42 -1.69
O -1.17 -2.25 -0.91
H -3.40 -1.11 -1.81
H -3.23 -1.20 -3.33
O -3.15 -1.68 -2.54
```

The spin multiplicity is 1. The calculation puts the frontier orbital gap at 9.22 eV. The max |F| comes out at 0.154 Eh/bohr. The calculation puts the LUMO energy at -0.57 eV. The total charge is 0. The calculation puts the calculated total energy at -37952.335 eV.

Record 9
Density functional theory data (ωB97M-V/def2-TZVPD) for 12 unconnected molecules or ions with the total composition C5H36N2O11 at a distorted geometry.

```
54
Properties=species:S:1:pos:R:3
C -0.01 -0.66 -1.38
N -1.24 -0.72 -2.21
C -2.07 -1.93 -1.77
C -1.94 0.51 -2.24
C 1.19 0.15 -1.98
C 1.61 1.33 -1.12
N 2.27 -0.94 -1.75
H 0.22 -1.67 -1.14
H -0.21 -0.08 -0.25
H -1.32 -2.78 -1.83
H -2.53 -1.72 -0.72
H -2.93 -2.10 -2.34
H -1.14 1.17 -2.78
H -2.03 1.01 -1.30
H -2.75 0.31 -2.98
H 0.88 0.36 -3.06
H 0.79 1.61 -0.49
H 2.46 1.03 -0.38
H 2.21 2.03 -1.78
H 3.15 -0.42 -1.84
H 2.30 -1.68 -2.40
H -3.70 1.61 1.13
H -3.43 0.82 -0.06
O -3.61 0.70 0.78
H 2.23 -2.06 1.52
H 2.04 -2.11 0.10
O 1.69 -2.47 0.87
H -0.63 1.17 3.54
H -1.19 1.64 2.33
O -0.83 2.02 3.13
H 2.17 -0.81 2.76
H 3.61 -0.48 3.30
O 3.06 -0.94 2.51
H -1.15 0.93 -0.02
H -0.77 2.48 0.37
O -1.38 1.72 0.58
H 0.17 -2.46 0.79
H -1.02 -3.33 1.07
O -0.88 -2.43 0.70
H -2.42 -0.26 1.86
H -1.50 -1.46 1.53
O -1.75 -0.71 2.30
H -0.08 4.43 0.25
H 1.15 3.78 0.57
O 0.56 3.82 -0.16
H -0.03 -1.21 3.96
H -0.16 -0.59 2.68
O 0.60 -0.69 3.37
H 1.90 2.31 1.94
H 0.66 2.79 2.60
O 1.49 3.09 2.13
H 2.07 -2.47 -4.07
H 0.75 -1.71 -4.00
O 1.47 -1.92 -4.63
```

The spin multiplicity is 1. The calculation puts the frontier orbital gap at 9.27 eV. The max |F| comes out at 0.150 Eh/bohr. The calculation puts the LUMO energy at 0.33 eV. The SMILES is C[C@@H](N)CN(C)C.O.O.O.O.O.O.O.O.O.O.O. The total charge is 0. The calculation puts the calculated total energy at -31268.462 eV.